Entry 1:
95
Properties=species:S:1:pos:R:3 method="wB97M-V/def2-TZVPD" lumo_energy_ev=0.02 max_force_ev_per_a=1.763
C 16.9775 19.6621 -17.2244
S 15.2171 19.7252 -17.6260
O 15.0343 18.9504 -18.8745
C 14.6304 18.5962 -16.3576
H 17.2214 18.8146 -16.5889
H 17.2477 20.5738 -16.6864
H 17.5151 19.6599 -18.1689
H 13.5514 18.5703 -16.5277
H 14.7548 18.9974 -15.3505
H 15.0328 17.5994 -16.5171
C 9.8720 21.3968 -14.5099
S 8.5563 20.4061 -15.2027
O 9.1949 19.6352 -16.3065
C 8.2681 19.3195 -13.8081
H 10.0583 22.1574 -15.2695
H 10.7801 20.8008 -14.4207
H 9.5821 21.8937 -13.5864
H 9.0862 18.6121 -13.6894
H 7.3059 18.8385 -13.9627
H 8.2040 19.9464 -12.9165
C 6.5528 16.1071 -20.2645
S 7.4422 14.8508 -19.3501
O 7.0353 13.5161 -19.8509
C 9.1044 15.1989 -19.9082
H 5.4997 15.8531 -20.1903
H 6.8893 16.1237 -21.3020
H 6.7655 17.0619 -19.7839
H 9.2764 16.2432 -20.1587
H 9.1998 14.5665 -20.7975
H 9.8362 14.8608 -19.1805
C 11.5767 20.1212 -18.5505
S 11.2306 21.8451 -18.8849
O 12.1693 22.3268 -19.9130
C 9.6549 21.5688 -19.7109
H 11.7350 19.5325 -19.4560
H 10.7692 19.6747 -17.9690
H 12.5025 20.1004 -17.9771
H 9.7760 20.8775 -20.5427
H 9.3393 22.5457 -20.0735
H 8.9379 21.2052 -18.9739
C 9.3227 11.8612 -18.0089
S 9.0407 10.9840 -16.4746
O 10.3157 10.8589 -15.7556
C 8.1414 12.3193 -15.6880
H 9.8631 11.3112 -18.7705
H 9.8500 12.7924 -17.7838
H 8.3035 12.1114 -18.3139
H 7.6597 11.9557 -14.7852
H 7.3748 12.6896 -16.3719
H 8.8636 13.1069 -15.4754
C 10.7496 16.2858 -16.1447
Cl 8.9805 16.3379 -16.2477
Cl 11.2949 17.3586 -14.8617
Cl 11.2690 14.6312 -15.8091
Cl 11.4124 16.8719 -17.6639
C 8.7543 14.7847 -12.9860
C 8.5425 15.1137 -11.5125
C 9.7781 15.5280 -10.7459
C 9.4430 15.8838 -9.3104
C 10.6456 16.2289 -8.4568
C 10.2820 16.5629 -7.0120
H 9.5359 15.2804 -13.5627
H 7.8079 14.8086 -13.5224
H 9.1637 13.7642 -13.0002
H 7.7449 15.8594 -11.4053
H 8.1471 14.2257 -11.0055
H 10.2020 16.4041 -11.2497
H 10.4858 14.6940 -10.7847
H 8.7607 16.7467 -9.3481
H 8.7939 15.1128 -8.8781
H 11.3638 15.4027 -8.4586
H 11.1753 17.0926 -8.8687
H 9.8668 15.7141 -6.4684
H 11.1196 16.9746 -6.4464
H 9.5327 17.3626 -6.9873
C 5.6980 16.3784 -15.7301
C 4.3714 15.6317 -15.9198
C 4.1486 15.1857 -17.3623
C 2.9005 14.3344 -17.5328
C 1.5947 15.1182 -17.4735
C 0.3615 14.2195 -17.6231
H 6.0227 16.2719 -14.6953
H 5.5709 17.4308 -15.9826
H 6.4133 15.9083 -16.4053
H 4.3814 14.6832 -15.3652
H 3.5333 16.1994 -15.5147
H 5.0354 14.6396 -17.6909
H 4.0560 16.0943 -17.9754
H 2.9397 13.8072 -18.4940
H 2.9032 13.5378 -16.7784
H 1.5509 15.6664 -16.5265
H 1.6189 15.8777 -18.2606
H -0.5726 14.7675 -17.5630
H 0.4366 13.8192 -18.6441
H 0.4600 13.3262 -17.0084



Entry 2:
110
Properties=species:S:1:pos:R:3 method="wB97M-V/def2-TZVPD" lumo_energy_ev=-9.10 max_force_ev_per_a=4.571 total_charge=+4
N 0.4496 -1.5843 1.2830
S 0.5298 -0.2614 0.3910
O 0.5787 -0.4974 -0.9618
O 1.2119 0.8470 0.9645
F -0.9948 0.2034 0.5247
S 2.0669 -1.8374 1.6067
O 2.4940 -1.2351 2.8158
O 2.9383 -1.9162 0.4885
F 1.8828 -3.3351 2.0127
C -1.4888 -4.7897 -1.7171
C -0.4772 -4.3773 -0.6987
O 0.6640 -4.3832 -0.8046
N -1.0540 -3.8864 0.6555
H -0.4667 -2.9843 0.9009
H -1.9854 -3.4567 0.5934
C -1.0876 -4.9492 1.6784
H -1.1038 -4.4046 -2.6692
H -2.4517 -4.3252 -1.5022
H -1.6265 -5.8700 -1.7249
H -1.1738 -4.4717 2.6487
H -0.1716 -5.5335 1.6430
H -1.9041 -5.6407 1.4953
C 4.7244 1.2808 1.9606
C 4.8117 1.0964 0.4951
O 3.9518 0.9459 -0.2460
N 6.2182 1.1855 -0.0643
H 6.8792 0.9400 0.6924
H 6.3603 0.4768 -0.7985
C 6.6109 2.5896 -0.5099
H 5.1288 2.2308 2.3196
H 5.3862 0.4960 2.3585
H 3.7209 1.1483 2.3392
H 7.6726 2.5066 -0.7208
H 6.4648 3.2985 0.2955
H 6.0113 2.8147 -1.3822
C -5.7895 -1.0994 -4.5319
C -4.6744 -1.0650 -3.5716
O -3.5636 -1.1458 -3.8448
N -5.0166 -0.6180 -2.1447
H -5.9609 -0.1907 -2.1721
H -5.2229 -1.3881 -1.4891
C -4.0564 0.3910 -1.5825
H -5.7309 -1.8925 -5.2713
H -5.8367 -0.1433 -5.0556
H -6.7413 -1.2775 -4.0143
H -4.0196 1.2878 -2.2077
H -3.0857 -0.0382 -1.3755
H -4.4888 0.6525 -0.6097
C 1.4544 4.2073 -0.1269
C 0.9074 4.8459 1.1009
O -0.1640 5.2186 1.2566
N 1.8586 4.7833 2.3044
H 2.8156 4.7343 1.9372
H 1.7575 5.7190 2.7402
C 1.4973 3.6952 3.2774
H 1.8631 3.2342 0.1430
H 2.1838 4.9140 -0.5514
H 0.6850 4.1746 -0.9033
H 0.5248 3.9812 3.6525
H 2.2442 3.6341 4.0616
H 1.4948 2.7480 2.7426
C -2.0471 0.6021 4.7933
C -0.6906 0.1372 4.3777
O 0.2624 0.7692 4.3864
N -0.6230 -1.3456 4.0687
H -1.5609 -1.7540 3.9772
H -0.2079 -1.5409 3.0968
C 0.2209 -2.0961 5.0639
H -2.6972 0.9533 3.9864
H -1.9799 1.3605 5.5675
H -2.5942 -0.2454 5.2277
H 0.1304 -3.1473 4.7769
H -0.1662 -2.0013 6.0691
H 1.2622 -1.8656 4.8783
C -2.8802 3.1991 1.1138
C -4.2982 3.2479 1.4574
O -4.9465 2.4352 1.9852
N -5.0612 4.3767 0.8200
H -5.6822 4.8756 1.4816
H -4.5033 5.1552 0.4229
C -5.9040 3.8907 -0.3620
H -2.3962 2.2243 1.1569
H -2.2580 3.8687 1.7070
H -2.8193 3.4092 0.0225
H -6.6205 3.1756 0.0232
H -5.1835 3.3526 -0.9842
H -6.3405 4.7450 -0.8583
C 3.1022 -5.2438 -3.4761
C 4.0158 -4.4040 -2.6342
O 4.4721 -4.7025 -1.5856
N 4.4272 -3.0158 -3.1803
H 5.4635 -2.9842 -3.1919
H 4.2069 -2.8465 -4.1757
C 3.9989 -1.9067 -2.2362
H 2.7543 -6.0350 -2.8235
H 3.7937 -5.6378 -4.2395
H 2.2574 -4.7551 -3.9390
H 2.9342 -1.8708 -2.1305
H 4.3456 -0.9890 -2.7263
H 4.5931 -1.9137 -1.3361
O -1.2581 2.1667 -1.6063
C -1.7748 3.1248 -2.5015
O -0.9336 3.6655 -3.2483
O -3.0252 3.3413 -2.3695
H -0.3150 2.1641 -1.8518
O 1.0849 -1.8722 -3.3167
C -0.1254 -1.6825 -4.1090
O -0.5496 -0.4833 -4.0785
O -0.5741 -2.6336 -4.6969
H 0.9844 -0.9513 -2.9298



Entry 3:
88
Properties=species:S:1:pos:R:3 method="wB97M-V/def2-TZVPD" lumo_energy_ev=2.28 max_force_ev_per_a=2.322 total_charge=-1
C -1.1421 -3.7008 -0.7909
C -0.5380 -2.6213 -1.3526
In -1.2052 -0.5058 -0.9364
S -3.4607 -0.2892 -2.0770
C 0.3364 0.8502 -1.8672
C -0.2119 2.2948 -1.8594
C 0.8554 3.3968 -1.9654
C 1.9423 3.3604 -0.8635
C 3.3397 3.6291 -1.4656
C 3.5457 5.1461 -1.7052
C -1.4297 -0.1442 1.2604
C -0.0485 0.3006 1.8271
C -0.1156 1.3980 2.8950
C -1.1608 1.1468 3.9849
C -0.3530 2.8093 2.3152
H -2.1737 -3.9544 -1.0449
H -0.6563 -4.3543 -0.0562
H 0.3076 -2.8361 -2.0205
H -3.7111 1.0045 -2.3713
H 1.2932 0.8144 -1.3437
H 0.4330 0.5334 -2.9070
H -0.8623 2.5064 -1.0022
H -0.8500 2.3884 -2.7450
H 0.3367 4.3587 -1.8655
H 1.3234 3.4068 -2.9533
H 1.9231 2.4584 -0.2515
H 1.7545 4.2006 -0.1879
H 4.1341 3.2326 -0.8315
H 3.3897 3.1210 -2.4312
H 3.6439 5.3855 -2.7675
H 4.4747 5.4914 -1.2398
H 2.6856 5.7060 -1.3382
H -1.6904 -1.1170 1.6839
H -2.2451 0.5396 1.4975
H 0.4242 -0.5898 2.2519
H 0.5623 0.6441 0.9856
H 0.8662 1.4397 3.3862
H -2.1650 1.1811 3.5696
H -1.1012 1.9919 4.6846
H -0.9870 0.2462 4.5742
H 0.0789 3.5230 3.0215
H 0.1727 2.9472 1.3698
H -1.4235 2.9899 2.2052
C -5.1975 0.7226 6.1227
C -5.2434 0.0024 4.7864
O -3.9783 -0.5566 4.4600
H -4.4467 1.5135 6.1009
H -6.1666 1.1631 6.3660
H -4.9180 0.0329 6.9235
H -5.5019 0.6959 3.9875
H -5.9944 -0.7957 4.8059
H -3.7441 -1.1812 5.1549
C 2.9649 -5.1794 -0.2707
C 2.6794 -4.2984 0.9314
O 1.6132 -4.8371 1.7076
H 2.0715 -5.2698 -0.8911
H 3.7746 -4.7674 -0.8765
H 3.2438 -6.1872 0.0480
H 2.3802 -3.3024 0.6079
H 3.5683 -4.2044 1.5667
H 1.8803 -5.7170 1.9996
C -1.3329 -8.1653 1.3153
C -0.1904 -7.1935 1.5435
O 1.0722 -7.8128 1.2739
H -1.2205 -9.0456 1.9513
H -2.2934 -7.6955 1.5311
H -1.3414 -8.5136 0.2793
H -0.1720 -6.8622 2.5809
H -0.2963 -6.3147 0.9066
H 1.0662 -8.0948 0.3529
C -5.7925 0.3310 -5.5907
C -6.0279 1.7184 -5.0239
O -6.7038 1.6354 -3.7742
H -6.7403 -0.1941 -5.7236
H -5.2807 0.3813 -6.5546
H -5.1885 -0.2644 -4.9029
H -6.6516 2.3092 -5.6960
H -5.0797 2.2480 -4.8806
H -6.1428 1.1221 -3.1780
C 7.8158 3.5353 -2.6830
C 7.6362 4.9354 -2.1258
O 6.9190 4.9108 -0.8963
H 6.8456 3.0624 -2.8392
H 8.3543 3.5561 -3.6322
H 8.3721 2.9088 -1.9812
H 7.0635 5.5510 -2.8182
H 8.6096 5.4121 -1.9634
H 7.4230 4.3750 -0.2742



Number 1: E_HOMO -8.664 eV. Number 2: E_HOMO -14.147 eV. Number 3: E_HOMO -3.579 eV.